one | ORCA calculation (ωB97M-V/def2-TZVPD) on an isolated ion of composition C7H15N2S and charge +1.

Bonds (Å) are listed after each position.
Geometry (Å):
1 C -0.1010 -1.3363 1.8190  N2 1.469, H11 1.079, H12 1.092, H13 1.058
2 N 0.3598 -0.7510 0.5530  C1 1.469, C3 1.358, C7 1.436
3 C -0.3750 -0.3901 -0.5304  N2 1.358, N4 1.323, H14 1.065
4 N -1.6363 -0.0701 -0.7679  C3 1.323, C5 1.493, C6 1.459
5 C -1.9722 0.4354 -2.1324  N4 1.493, H15 1.168, H16 1.103, H17 1.117
6 C -2.8015 -0.2739 0.0862  N4 1.459, H18 1.012, H19 1.156, H20 1.122
7 C 1.7828 -0.5891 0.4488  N2 1.436, C8 1.546, H21 1.048, H22 1.163
8 C 2.1966 0.8607 0.7885  C7 1.546, C9 1.501, S10 1.798, H23 1.049
9 C 2.9173 1.6942 -0.2303  C8 1.501, S10 1.857, H24 1.019, H25 1.036
10 S 3.9267 1.1025 1.2123  C8 1.798, C9 1.857
11 H 0.7475 -1.3516 2.4851  C1 1.079
12 H -0.8290 -0.6277 2.2192  C1 1.092
13 H -0.4587 -2.2932 1.5444  C1 1.058
14 H 0.1081 -0.2518 -1.4696  C3 1.065
15 H -2.3584 -0.5665 -2.5925  C5 1.168
16 H -1.2210 0.8612 -2.8187  C5 1.103
17 H -2.8101 1.1743 -2.1083  C5 1.117
18 H -2.6771 -0.9733 0.8065  C6 1.012
19 H -3.6328 -0.4230 -0.7032  C6 1.156
20 H -2.9545 0.6568 0.6944  C6 1.122
21 H 2.1644 -0.8498 -0.4917  C7 1.048
22 H 2.2304 -1.4464 1.0943  C7 1.163
23 H 1.5144 1.3501 1.4170  C8 1.049
24 H 3.1244 1.3432 -1.1641  C9 1.019
25 H 2.7551 2.7154 -0.1598  C9 1.036

## Properties
**LUMO level**: -3.34 eV
**Multiplicity**: 1
**Total charge**: +1
**Orbital gap**: 0.3165 Ha

---

two | ORCA calculation (ωB97M-V/def2-TZVPD) on a 2-piece molecular cluster, C7H15N2S overall.

Bonds (Å) are listed after each position.
Geometry (Å):
1 C -2.5672 0.9107 -0.3377  C4 1.266, H11 1.095, H12 1.074
2 C -0.9284 -0.9040 -1.0972  C3 1.495, C4 1.307, H13 1.070
3 C -0.4413 -1.8750 -0.0703  C2 1.495, C6 1.618, H14 1.102, H22 1.042
4 C -1.8234 0.0085 -0.8226  C1 1.266, C2 1.307
5 C 1.2601 -2.4705 1.6520  C6 1.438, H15 1.137, H16 1.186, H17 1.032
6 C 1.0733 -1.6808 0.4652  C3 1.618, C5 1.438, S10 1.797, H18 1.149
7 C 0.1090 3.0988 -0.8765  N8 1.328, N9 1.351, H19 1.134
8 N 0.1795 1.9106 -1.4657  C7 1.328, H20 0.976, H21 0.972
9 N 0.0801 3.2536 0.4657  C7 1.351, H23 0.992, H24 1.027
10 S 1.4560 0.0704 0.5909  C6 1.797, H25 1.349
11 H -2.2162 1.6816 0.3568  C1 1.095
12 H -3.5998 0.8047 -0.6131  C1 1.074
13 H -0.3230 -0.9327 -1.9785  C2 1.070
14 H -0.5407 -2.9100 -0.4366  C3 1.102
15 H 0.7188 -3.4614 1.7880  C5 1.137
16 H 0.8818 -1.8604 2.5956  C5 1.186
17 H 2.2856 -2.5200 1.7562  C5 1.032
18 H 1.7947 -2.1073 -0.3213  C6 1.149
19 H -0.0410 3.9818 -1.5723  C7 1.134
20 H -0.2373 1.8221 -2.3442  N8 0.976
21 H 0.5148 1.1422 -0.9736  N8 0.972
22 H -0.9650 -1.6956 0.8131  C3 1.042
23 H -0.0313 2.4363 1.0173  N9 0.992
24 H 0.2046 4.2177 0.7980  N9 1.027
25 H 2.6723 -0.3939 0.9437  S10 1.349

## Properties
**LUMO level**: -3.68 eV
**Multiplicity**: 1
**Total charge**: +1
**Orbital gap**: 0.3353 Ha

---

three | ORCA calculation (ωB97M-V/def2-TZVPD) on an isolated ion of composition C7H15N2S and charge +1.

Bonds (Å) are listed after each position.
Geometry (Å):
1 C 1.6863 -2.0060 -1.5600  N2 1.601, H11 1.031, H12 1.036
2 N 1.8428 -0.6655 -0.6986  C1 1.601, S3 1.681, N6 1.388
3 S 3.2929 -0.2573 0.0479  N2 1.681, C4 1.919
4 C 2.4164 1.2406 0.8663  S3 1.919, C5 1.516, H13 1.174, H14 1.059
5 C 1.0747 1.4143 0.1820  C4 1.516, N6 1.425, H15 1.042, H16 1.085
6 N 0.7846 0.2184 -0.5361  N2 1.388, C5 1.425, C7 1.471
7 C -0.6149 -0.2337 -0.5794  N6 1.471, C8 1.552, C9 1.551, H17 1.190
8 C -1.3347 0.4378 -1.7792  C7 1.552, H18 1.031, H19 1.130, H20 1.150
9 C -1.4408 -0.0054 0.7134  C7 1.551, C10 1.555, H21 1.091, H22 1.121
10 C -0.7508 -0.7454 1.8939  C9 1.555, H23 1.026, H24 1.078, H25 1.040
11 H 2.5917 -2.4974 -1.5182  C1 1.031
12 H 0.8845 -1.9531 -2.2134  C1 1.036
13 H 2.9764 2.2626 0.7245  C4 1.174
14 H 2.2020 1.0363 1.8831  C4 1.059
15 H 0.4222 1.5908 0.9756  C5 1.042
16 H 1.1316 2.3107 -0.4265  C5 1.085
17 H -0.6059 -1.4223 -0.6452  C7 1.190
18 H -2.2623 0.0147 -1.9317  C8 1.031
19 H -1.3963 1.5638 -1.7040  C8 1.130
20 H -0.5753 0.2948 -2.6310  C8 1.150
21 H -2.4464 -0.4035 0.5684  C9 1.091
22 H -1.6561 1.0392 1.0587  C9 1.121
23 H -1.3967 -0.5610 2.6695  C10 1.026
24 H -0.8794 -1.8001 1.7132  C10 1.078
25 H 0.2740 -0.5890 1.9755  C10 1.040

## Properties
**LUMO level (spin up / spin down)**: -4.79 / -5.10 eV
**Multiplicity**: 1
**Total charge**: +1
**Orbital gap (spin up / spin down)**: 0.2987 / 0.3094 Ha

---

We find one to be the most stable, with the next structure 11.7 kcal/mol higher.